1.
Below is a single C5H4N2S molecule in a non-equilibrium geometry, with properties calculated with wB97M-V/def2-TZVPD.

- Kohn-Sham gap (eV) = 8.70
- electronic energy (eV) = -19063.2037
- E_HOMO (eV) = -8.0
- maximum force (eV Å⁻¹) = 4.14
- ΔE to the lowest compared entry with this formula, charge and spin (kcal per mole) = 35.2
- SMILES string = C#Cc1[nH]cnc1S

Positions of all 12 atoms, in Å:
C -0.05 1.44 -2.31
C -0.03 0.87 -1.24
C -0.02 0.22 -0.05
N 0.41 0.71 1.17
C 0.42 -0.26 2.08
N -0.01 -1.44 1.58
C -0.31 -1.13 0.28
S -0.85 -2.34 -0.82
H 0.14 1.88 -3.25
H 0.73 1.64 1.33
H 0.74 -0.14 3.09
H -1.17 -1.45 -1.86

Mulliken atomic charge list, values in e, 5 entries: C -0.063; C -0.815; C 0.312; N -0.033; C -0.145

---

2.
Below is a single C6H11NO2 molecule, with properties calculated with wB97M-V/def2-TZVPD.

- Kohn-Sham gap (eV) = 8.78
- electronic energy (eV) = -11984.1800
- E_HOMO (eV) = -8.0
- maximum force (eV Å⁻¹) = 0.61
- ΔE to the lowest compared entry with this formula, charge and spin (kcal per mole) = 48.2
- SMILES string = C/C(=C/O)N/C=C(\C)O

Positions of all 20 atoms, in Å:
C -1.40 0.64 -1.77
C -0.94 -0.46 -0.86
C -0.39 -1.59 -1.29
O 0.01 -2.59 -0.46
N -1.12 -0.29 0.56
C -0.47 0.86 1.09
C 0.85 0.92 1.25
C 1.79 -0.21 0.98
O 1.39 2.11 1.70
H -1.11 0.44 -2.80
H -2.48 0.75 -1.73
H -0.96 1.59 -1.46
H -0.22 -1.81 -2.33
H -0.20 -2.29 0.44
H -2.11 -0.26 0.78
H -1.07 1.71 1.36
H 1.46 -1.11 1.48
H 2.80 0.02 1.33
H 1.84 -0.42 -0.09
H 2.33 2.00 1.83

Mulliken atomic charge list, values in e, 5 entries: C -1.217; C 0.950; C -0.767; O -0.586; N -0.336

---

3.
Below is a molecular structure, C6H12N5 in a non-equilibrium geometry, with properties calculated with wB97M-V/def2-TZVPD.

- Kohn-Sham gap (eV) = 9.91
- electronic energy (eV) = -13857.3323
- E_HOMO (eV) = -13.1
- maximum force (eV Å⁻¹) = 4.27
- ΔE to the lowest compared entry with this formula, charge and spin (kcal per mole) = 44.3
- total charge = +1

Positions of all 23 atoms, in Å:
C -2.35 -0.45 0.28
C -1.73 0.26 -0.75
C -1.33 -0.92 1.04
C 3.11 -0.18 0.09
C -2.13 1.29 -1.71
C -1.50 -1.86 2.20
N -0.39 0.23 -0.49
N 2.35 -0.81 0.85
N -0.13 -0.54 0.56
N 3.23 0.46 -0.93
N 3.53 1.51 -1.54
H -3.44 -0.80 0.49
H -2.29 2.29 -1.26
H -1.29 1.50 -2.24
H -2.91 1.14 -2.35
H -2.40 -2.41 2.15
H -0.54 -2.31 2.44
H -1.44 -1.13 3.02
H 2.63 -0.97 1.77
H 0.29 0.64 -1.05
H 3.67 2.33 -1.00
H 1.05 -0.71 0.85
H 4.03 1.43 -2.41

Mulliken atomic charge list, values in e, 5 entries: C -0.562; C 0.699; C 0.543; C 0.184; C -1.539

---

4.
Below is a molecular structure, C9H12Br3Cl6N3 in a non-equilibrium geometry, with properties calculated with wB97M-V/def2-TZVPD.

- Kohn-Sham gap (eV) = 10.22
- electronic energy (eV) = -299258.1573
- E_HOMO (eV) = -10.3
- maximum force (eV Å⁻¹) = 3.07

Positions of all 33 atoms, in Å:
C 0.68 -4.08 -1.14
C -0.66 -3.56 -0.99
N -1.69 -3.19 -0.70
H 0.94 -4.02 -2.25
H 0.54 -5.17 -0.94
H 1.39 -3.68 -0.45
C 0.88 4.27 -1.86
C -0.12 3.82 -0.88
N -0.93 3.53 -0.09
H 1.58 3.47 -1.96
H 1.27 5.22 -1.53
H 0.38 4.38 -2.84
C 5.00 -2.37 1.57
C 4.47 -3.26 0.59
N 4.09 -4.08 -0.14
H 4.52 -2.54 2.56
H 4.92 -1.28 1.32
H 6.07 -2.57 1.67
C -4.18 -1.31 -1.31
Cl -4.78 -1.00 0.34
Cl -4.09 0.13 -2.33
Cl -5.12 -2.65 -2.08
H -3.12 -1.76 -1.14
C -2.72 3.72 2.46
Cl -4.22 3.77 1.54
Cl -2.93 2.63 3.83
Cl -2.25 5.33 2.90
H -1.93 3.24 1.87
C 0.41 0.64 0.25
Br -1.42 0.06 0.71
Br 1.59 -0.73 -0.30
Br 1.16 1.61 1.78
H 0.29 1.44 -0.44

Mulliken atomic charge list, values in e, 5 entries: C -0.759; C 0.286; N -0.351; H 0.251; H 0.324